(P)
This record from the OMol25 dataset describes a cluster of 2 separate species, C5H11OPS in total. The level of theory is ωB97M-V/def2-TZVPD.

Properties
SMILES string: CCC/C=C/P=O.S
Kohn-Sham gap in eV: 8.7

Geometry (Å):
1 C 1.29186 -0.41039 1.11873
2 C 1.37664 -1.16565 -0.23520
3 C 0.18406 -0.95687 -1.21574
4 C -1.01869 -1.52781 -0.65436
5 C -2.14843 -0.85155 -0.44513
6 P -3.54478 -1.84727 0.17536
7 O -4.73637 -0.94734 0.35312
8 H 2.18207 -0.47790 1.73219
9 H 1.28043 0.72762 0.88311
10 H 0.58974 -0.60685 1.84618
11 H 1.35218 -2.18164 -0.00852
12 H 2.36245 -1.17672 -0.77981
13 H 0.19318 0.16807 -1.20314
14 H 0.36376 -1.46314 -2.11391
15 H -0.80131 -2.44564 -0.24977
16 H -2.18268 0.08371 -0.83942
17 S -2.44162 3.68558 -0.20844
18 H -2.31867 3.23480 1.05765
19 H -1.30848 2.98540 -0.54497

These are the Mulliken partial charges, in e, on atoms 1 to 4: -1.1278, -0.5989, -0.4394, -0.3836


(Q)
This record from the OMol25 dataset describes an isolated molecule of C5H11OPS. The level of theory is ωB97M-V/def2-TZVPD.

Properties
SMILES string: C[C@H](CC=O)[C@@H](P)S
Kohn-Sham gap in eV: 9.4

Geometry (Å):
1 C 1.49942 0.04166 0.20545
2 C 0.12152 -0.25975 -0.33912
3 C -0.54178 0.96679 -1.05288
4 C -0.02940 0.97148 -2.51643
5 O 0.63045 1.89183 -2.96784
6 C -0.78369 -0.74331 0.77968
7 P 0.03212 -1.98701 2.00083
8 S -1.32393 0.72045 1.66529
9 H 2.16206 0.14784 -0.68341
10 H 1.76037 1.02067 0.72733
11 H 1.85783 -0.75672 0.88095
12 H 0.21010 -1.00402 -1.07383
13 H -0.36507 1.91935 -0.64155
14 H -1.57901 0.67361 -1.01876
15 H -0.43856 0.12832 -3.08947
16 H -1.72506 -1.10836 0.22199
17 H -1.30936 -2.61885 2.15683
18 H -0.11166 -1.26845 3.08635
19 H -0.06636 1.26445 1.65860

These are the Mulliken partial charges, in e, on atoms 1 to 4: -1.3772, -0.2550, -0.5682, -0.1556


Among the structures shown above, (P) is the most stable, with the second-best lying 0.0037 hartree higher.